A gas-phase ion, C10H18IN2 (charge +1). Source: the Open Molecules 2025 dataset; level of theory: wB97M-V/def2-TZVPD.

```
31
Properties=species:S:1:pos:R:3:nbo_charge:R:1
I -0.166 -2.961 2.938 0.20
N -0.661 -0.462 -0.399 -0.50
N -2.367 -0.650 1.005 -0.48
C -1.089 2.023 -1.377 -0.45
C -2.463 0.621 0.382 -0.06
C 0.306 -3.182 -0.176 -0.43
C -0.815 -2.765 0.885 -0.40
C 0.817 2.548 0.435 -0.42
C -1.345 0.764 -0.513 0.17
C -1.263 -1.316 0.501 0.43
C 2.066 1.591 0.202 -0.63
C 1.713 -2.469 0.104 -0.64
C 0.174 2.894 -0.966 -0.40
H 1.248 3.515 0.833 0.23
H -2.998 -1.033 1.713 0.46
H 0.960 2.754 -1.754 0.22
H -0.142 3.978 -0.960 0.23
H 2.941 2.275 -0.015 0.23
H 1.964 0.954 -0.727 0.18
H -0.946 1.705 -2.449 0.24
H 0.100 2.189 1.217 0.21
H -1.709 -3.426 0.712 0.27
H 0.507 -4.286 -0.165 0.25
H 2.509 -3.170 0.448 0.25
H -2.008 2.676 -1.381 0.26
H 2.362 0.994 1.103 0.22
H -3.273 1.356 0.578 0.26
H -0.119 -2.896 -1.184 0.21
H 2.000 -1.963 -0.867 0.21
H 1.521 -1.628 0.834 0.21
H 0.174 -0.630 -0.960 0.46
```

Total charge: +1
Largest force on an atom (eV/A): 3.9
SMILES string: CCCCc1c[nH]c([C@H](I)CC)[nH+]1
Calculated total energy (hartree): -798.7827

=====

A gas-phase ion, C7H17N3O2 (charge +2). Source: the Open Molecules 2025 dataset; level of theory: wB97M-V/def2-TZVPD.

```
29
Properties=species:S:1:pos:R:3:nbo_charge:R:1
O -0.980 -0.568 -1.694 -0.74
O 3.246 0.532 -0.119 -0.48
N 0.499 -0.075 0.104 -0.37
N -2.849 1.101 -0.814 -0.65
N -2.085 0.936 1.391 -0.76
C 2.278 1.589 0.117 -0.09
C -1.383 -1.812 0.344 -0.70
C -0.962 -0.519 -0.254 0.40
C 1.408 -1.146 -0.299 -0.27
C -2.073 0.551 0.114 0.56
C 0.960 1.178 -0.500 -0.30
C 2.855 -0.687 0.307 -0.05
H 1.029 0.989 -1.598 0.27
H 2.121 1.557 1.254 0.18
H 1.176 -2.060 0.267 0.24
H 2.630 -0.761 1.389 0.16
H -2.042 -2.356 -0.267 0.28
H 0.343 2.076 -0.444 0.25
H -1.854 0.573 2.278 0.46
H -3.422 1.921 -0.594 0.45
H 0.422 -0.022 1.164 0.44
H 2.703 2.527 -0.308 0.27
H -2.430 1.901 1.489 0.43
H -0.729 -2.550 0.630 0.27
H 1.397 -1.226 -1.328 0.24
H -1.296 -1.461 -2.079 0.54
H 3.634 -1.367 -0.071 0.26
H -1.948 -1.641 1.230 0.25
H -2.649 0.819 -1.709 0.45
```

Total charge: +2
Largest force on an atom (eV/A): 4.3
SMILES string: C[C@@](O)(C(N)=[NH2+])[NH+]1CCOCC1
Calculated total energy (hartree): -590.9960

=====

C5H11NO in the gas phase. Source: the Open Molecules 2025 dataset; level of theory: wB97M-V/def2-TZVPD.

```
18
Properties=species:S:1:pos:R:3:nbo_charge:R:1
O 1.053 1.831 0.205 -0.62
N 0.443 0.876 2.148 -0.83
C 0.690 -0.536 0.176 -0.50
C -0.522 -2.068 -1.364 -0.61
C -1.343 0.335 -1.189 -0.62
C 0.758 0.831 0.827 0.68
C -0.698 -0.860 -0.457 -0.20
H 0.148 0.075 2.670 0.40
H -0.234 -1.790 -2.383 0.21
H -0.580 1.063 -1.458 0.23
H 0.921 -1.369 0.842 0.21
H -1.402 -2.710 -1.461 0.21
H -1.348 -1.132 0.373 0.19
H -2.092 0.835 -0.576 0.21
H 1.436 -0.519 -0.610 0.23
H 0.261 -2.720 -1.015 0.20
H 0.462 1.797 2.557 0.40
H -1.827 -0.027 -2.088 0.21
```

Largest force on an atom (eV/A): 0.7
SMILES string: CC(C)CC(N)=O
Calculated total energy (hartree): -327.1275

=====

3 unconnected molecules or ions with the total composition C14H27BBr2N3O3. Source: the Open Molecules 2025 dataset; level of theory: wB97M-V/def2-TZVPD.

```
50
Properties=species:S:1:pos:R:3:nbo_charge:R:1
Br 0.380 -2.939 1.413 -0.08
Br -0.861 -5.530 3.544 -0.06
O 4.062 -1.226 4.611 -0.98
O -0.915 1.514 1.156 -0.62
O -3.014 1.486 -4.324 -0.63
N -3.547 2.374 -6.394 -0.44
N 3.357 -1.453 2.102 -0.75
N -0.787 0.911 -1.075 -0.44
C -1.284 1.626 -0.006 0.53
C -1.278 1.103 -2.423 -0.39
C 0.674 -2.847 3.389 -0.07
C 0.259 -0.063 -0.843 -0.43
C 0.549 -0.224 3.950 -0.14
C 4.866 -1.433 1.901 -0.42
C 0.152 -3.941 4.302 -0.15
C -3.742 1.549 -5.307 0.54
C 0.179 0.593 5.157 -0.60
C -2.396 3.253 -6.412 -0.42
C 0.444 -3.732 5.927 -0.65
C 1.451 -1.603 4.185 -0.69
C 2.843 -0.257 1.329 -0.43
C -4.456 2.389 -7.521 -0.40
B 2.988 -1.410 3.573 1.15
H -0.680 0.189 5.868 0.19
H -0.105 -0.815 -0.136 0.24
H 1.609 -3.625 6.162 0.25
H -4.645 0.923 -5.396 0.11
H 3.480 0.707 1.610 0.17
H -2.375 3.843 -7.332 0.20
H 0.143 0.138 2.913 0.19
H -2.062 1.864 -2.453 0.22
H 1.125 0.442 -0.405 0.21
H -3.903 2.119 -8.425 0.19
H -2.446 3.921 -5.547 0.22
H 5.408 -0.557 2.470 0.18
H -1.486 2.650 -6.339 0.22
H 0.692 1.615 5.426 0.18
H -0.059 -2.763 6.364 0.24
H 4.035 -0.290 4.970 0.49
H 0.549 -0.548 -1.779 0.20
H 5.367 -2.497 2.107 0.21
H -0.447 1.418 -3.061 0.18
H -2.075 2.339 -0.293 0.10
H 5.051 -1.221 0.742 0.18
H 3.076 -0.486 0.181 0.18
H -5.276 1.680 -7.376 0.21
H -1.683 0.155 -2.790 0.20
H 1.686 -0.091 1.391 0.25
H -0.034 -4.643 6.523 0.19
H -4.868 3.397 -7.629 0.19
```

Total charge: -1
Largest force on an atom (eV/A): 5.4
Calculated total energy (hartree): -6112.2412

=====

2 unconnected molecules or ions with the total composition C13H29N9O2PS. Source: the Open Molecules 2025 dataset; level of theory: wB97M-V/def2-TZVPD.

```
55
Properties=species:S:1:pos:R:3:nbo_charge:R:1
S 1.161 -2.616 2.818 0.30
P 0.648 2.139 -0.962 2.36
O -0.403 1.132 -0.573 -1.11
O 0.458 -4.864 4.139 -0.40
N -0.113 -6.243 2.538 -0.28
N -4.856 -2.199 0.683 0.08
N 1.219 3.711 -0.952 -0.78
N -3.484 -0.639 1.178 -0.29
N 0.853 1.814 -2.617 -0.81
N -5.451 -1.421 1.566 -0.21
N -3.674 -1.735 0.455 0.09
N 0.258 -5.037 1.972 -0.30
N 1.960 1.578 0.032 -0.80
C 0.460 4.698 -1.726 -0.42
C 2.398 4.250 -0.284 -0.39
C 1.498 0.901 1.227 -0.40
C -2.701 -2.289 -0.491 -0.24
C 0.586 -4.249 2.930 0.25
C -4.604 -0.451 1.877 0.21
C -1.517 -2.960 0.194 -0.43
C -0.337 1.907 -3.458 -0.40
C 0.034 -6.084 3.804 0.30
C 2.110 1.865 -3.340 -0.41
C 3.105 0.878 -0.523 -0.41
C -0.288 -1.772 2.154 -0.55
C -0.434 -1.947 0.626 -0.46
H 2.586 3.780 0.673 0.23
H -0.562 2.939 -3.751 0.18
H 0.530 -2.141 0.165 0.25
H 3.806 0.634 0.277 0.21
H 2.282 0.889 1.989 0.20
H 3.281 4.141 -0.919 0.19
H -1.810 -3.568 1.049 0.24
H 0.636 1.413 1.655 0.20
H 2.789 1.077 -3.021 0.20
H -1.088 -3.632 -0.548 0.26
H -0.589 4.411 -1.808 0.20
H -4.767 0.373 2.550 0.26
H -1.214 -1.994 2.688 0.21
H -1.203 1.505 -2.931 0.21
H 2.626 2.832 -3.263 0.18
H 2.825 -0.056 -1.030 0.18
H -0.090 -0.718 2.346 0.24
H -0.212 1.315 -4.365 0.20
H 3.663 1.509 -1.214 0.21
H -2.622 -0.098 1.150 0.48
H -2.365 -1.469 -1.127 0.25
H -0.738 -0.970 0.229 0.23
H 0.864 4.806 -2.737 0.20
H 1.213 -0.133 1.016 0.16
H 2.261 5.314 -0.080 0.20
H -3.238 -3.004 -1.109 0.27
H -0.159 -6.888 4.494 0.22
H 1.930 1.688 -4.399 0.21
H 0.481 5.676 -1.247 0.21
```

Total charge: +1
Largest force on an atom (eV/A): 5.2
Calculated total energy (hartree): -1895.2248

=====

A molecular structure, C41H37BrFN10O9S2W. Source: the Open Molecules 2025 dataset; level of theory: wB97M-V/def2-TZVPD.

```
102
Properties=species:S:1:pos:R:3:nbo_charge:R:1
W -0.132 -0.081 0.508 2.15
Br 5.696 3.364 1.823 0.08
S -0.013 -2.902 -0.371 2.34
S 0.320 -1.580 2.769 -0.04
F -5.122 -0.459 -3.385 -0.29
O -6.747 1.799 -3.180 -0.54
O 0.096 1.841 4.648 -0.51
O -0.376 1.159 1.948 -0.69
O -2.007 -0.645 1.936 -0.61
O -2.259 0.489 0.126 -0.68
O -0.148 -3.321 -1.730 -0.89
O -0.466 -0.336 -1.394 -0.70
O -1.119 -2.106 0.234 -0.92
O -5.943 2.037 1.288 -0.62
N 1.841 -3.269 4.036 -0.58
N 2.863 -2.367 2.200 -0.57
N -0.204 1.855 -0.538 -0.32
N 1.164 -1.782 -0.145 -0.96
N -4.965 0.338 0.124 -0.42
N 2.801 -2.870 -1.391 -0.49
N -0.334 1.843 -1.922 -0.35
N -6.361 1.857 -0.938 -0.63
N 0.666 -7.745 2.899 -0.78
N 2.256 -0.614 -1.869 -0.48
C 1.889 0.785 0.843 -0.33
C 0.085 2.760 3.645 0.25
C -1.152 1.193 4.923 -0.25
C 2.431 0.833 2.133 -0.16
C 3.680 -2.856 -2.388 0.10
C -5.772 1.456 0.242 0.79
C 3.660 2.312 0.144 -0.25
C 3.786 -4.408 3.127 -0.43
C 1.324 -6.385 1.026 -0.29
C -0.632 0.236 -3.710 -0.17
C -0.227 3.050 -0.049 0.22
C 3.165 -0.610 -2.841 0.11
C 0.206 4.746 1.659 -0.15
C -1.124 -1.441 -5.356 -0.23
C 4.178 2.318 1.427 -0.08
C -0.473 0.629 -2.306 0.59
C -0.956 -1.079 -4.028 -0.11
C 0.451 5.072 2.977 -0.22
C -0.131 2.427 2.302 0.31
C 1.180 -5.241 0.272 -0.15
C 4.102 -3.098 2.430 -0.22
C -0.638 -4.534 1.707 -0.15
C -0.065 3.416 1.323 -0.14
C 0.388 4.081 3.952 -0.18
C -0.495 -5.685 2.453 -0.29
C -6.204 1.321 -2.218 0.60
C 2.109 -1.747 -1.208 0.56
C 3.905 -1.731 -3.164 -0.31
C -2.776 -0.094 1.122 0.81
C 0.207 -4.307 0.625 -0.36
C 1.799 -2.454 2.975 0.37
C -4.269 -0.124 1.300 -0.32
C 2.525 1.564 -0.132 -0.21
C 0.492 -6.624 2.129 0.22
C -0.965 -0.495 -6.358 -0.17
C -4.758 -0.287 -1.094 -0.01
C 3.567 1.580 2.422 -0.26
C -0.638 0.817 -6.037 -0.21
C -5.329 0.149 -2.216 0.24
C -0.473 1.188 -4.716 -0.15
C 2.971 -4.130 4.377 -0.22
H 4.569 -3.268 1.460 0.23
H 1.198 -8.506 2.511 0.39
H -4.106 -1.150 -1.097 0.23
H 2.159 1.572 -1.148 0.23
H -1.064 -1.813 -3.243 0.23
H 0.684 6.088 3.256 0.23
H 2.079 -7.114 0.760 0.22
H -1.498 0.606 4.076 0.19
H 1.941 0.345 2.963 0.23
H -0.965 0.542 5.773 0.20
H -1.397 -3.810 1.959 0.25
H 3.947 1.605 3.435 0.23
H 2.570 -5.056 4.790 0.22
H 1.817 -5.057 -0.579 0.25
H 0.574 4.313 4.992 0.24
H -0.332 3.842 -0.787 0.23
H -0.085 -8.025 3.506 0.39
H 4.127 2.895 -0.638 0.23
H -1.100 -0.778 -7.393 0.22
H 4.228 -3.775 -2.560 0.21
H -1.901 1.940 5.198 0.18
H 2.768 -1.782 1.386 0.45
H 0.246 5.495 0.881 0.22
H 4.621 -1.729 -3.971 0.24
H 4.707 -4.925 3.393 0.24
H -1.380 -2.461 -5.606 0.22
H -6.955 2.674 -0.869 0.44
H 4.783 -2.489 3.032 0.21
H 1.013 -3.292 4.608 0.42
H 3.289 0.323 -3.381 0.21
H -0.226 2.207 -4.455 0.23
H -4.526 0.548 2.124 0.29
H -0.516 1.552 -6.821 0.22
H -4.578 -1.133 1.585 0.24
H -1.155 -5.870 3.291 0.22
H 3.583 -3.651 5.146 0.20
H 3.214 -5.048 2.453 0.23
```

Total charge: +1
Largest force on an atom (eV/A): 1.9
Calculated total energy (hartree): -6346.5775

=====

A molecular structure, C21H34As2FeO11. Source: the Open Molecules 2025 dataset; level of theory: wB97M-V/def2-TZVPD.

```
69
Properties=species:S:1:pos:R:3:lowdin_spin:R:1
As 3.133 -1.599 0.941 0.00
As 0.556 0.732 -0.386 0.01
Fe -2.346 -0.577 -0.885 3.67
O -0.267 1.928 2.471 0.00
O 0.280 -2.138 2.066 0.00
O 3.389 -2.937 -1.473 0.00
O 1.556 3.172 2.276 0.00
O 4.204 -0.131 3.368 0.00
O -1.498 -1.075 1.275 0.05
O 1.427 -2.787 -2.573 0.00
O -2.509 1.053 -2.353 0.05
O 2.185 0.635 4.108 0.00
O -3.374 1.485 -0.070 0.02
O -4.569 -0.875 -0.444 0.03
C -0.246 -1.528 1.201 0.00
C 4.697 -0.802 -0.001 0.00
C -0.693 -1.606 -1.310 0.08
C -2.331 -1.281 2.407 0.00
C 2.758 3.268 1.499 0.00
C -2.247 0.709 -3.690 0.01
C -2.878 2.414 -2.199 0.00
C 2.522 0.134 1.756 0.00
C -2.829 2.620 -0.666 0.00
C -5.200 -2.095 -0.686 0.00
C 1.651 -1.934 -0.309 0.00
C 4.882 -0.081 4.692 0.00
C 4.057 -2.658 -2.677 0.00
C 0.347 -1.293 -0.186 0.02
C 1.932 0.760 -1.777 0.00
C -5.250 0.096 0.306 0.00
C -4.808 1.455 -0.114 0.00
C 2.063 -2.540 -1.494 0.00
C 2.903 0.261 3.227 0.00
C 1.537 0.983 1.317 0.00
C 0.879 2.041 2.104 0.00
H 1.460 0.466 -2.736 0.00
H -1.578 1.386 -4.116 0.00
H -5.219 -2.725 0.255 0.00
H -3.824 2.529 -2.752 0.00
H -2.195 3.124 -2.649 0.00
H -0.849 -2.691 -1.382 0.02
H -5.102 1.653 -1.164 0.00
H 2.557 3.143 0.417 0.00
H -5.080 -0.004 1.401 0.00
H 3.933 -1.609 -2.962 0.00
H 5.512 -0.993 4.684 0.00
H 5.208 -0.351 0.802 0.00
H 3.494 2.486 1.773 0.00
H -3.074 -2.066 2.242 0.00
H -3.193 0.601 -4.262 0.00
H -3.459 3.468 -0.362 0.00
H 2.194 1.823 -1.887 0.00
H -4.491 -2.591 -1.347 0.00
H -1.772 2.565 -0.403 0.00
H 5.168 -2.861 -2.588 0.00
H -1.716 -1.657 3.209 0.00
H -1.863 -0.298 -3.687 0.01
H 2.788 0.204 -1.563 0.00
H 3.635 -3.259 -3.501 0.00
H -0.245 -1.335 -2.253 0.01
H 4.123 -0.201 5.464 0.00
H 3.167 4.236 1.763 0.00
H -2.775 -0.345 2.544 0.00
H 5.227 -1.619 -0.470 0.00
H -6.335 0.069 0.195 0.00
H 4.399 -0.046 -0.750 0.00
H 5.396 0.914 4.887 0.00
H -5.180 2.177 0.608 0.00
H -6.226 -2.000 -1.136 0.00
```

⟨S²⟩: 6.013
Largest force on an atom (eV/A): 2.5
Spin multiplicity: 5
Calculated total energy (hartree): -7383.2432

=====

3 unconnected molecules or ions with the total composition C25H29BF2INO12. Source: the Open Molecules 2025 dataset; level of theory: wB97M-V/def2-TZVPD.

```
71
Properties=species:S:1:pos:R:3:mulliken_charge:R:1
I -4.743 -1.726 3.828 0.08
F 4.241 6.482 -3.373 -0.30
F -1.476 4.817 -1.926 -0.38
O -3.838 4.185 -4.330 -0.32
O -2.268 3.092 -3.134 -0.24
O 3.260 -3.082 0.775 -0.52
O -0.166 6.652 -3.773 -0.52
O 0.697 -1.986 5.274 -0.59
O -0.739 -3.336 -0.634 -0.33
O 2.030 6.882 -3.284 -0.32
O 1.289 4.989 -4.257 -0.31
O -2.874 1.360 3.817 -0.55
O 1.627 1.835 -1.601 -0.46
O 0.722 3.740 -0.232 -0.54
O -3.695 1.931 -4.451 -0.53
N 3.243 0.340 0.554 -0.49
C -1.134 -5.196 1.049 -0.43
C -0.540 1.403 1.596 -0.80
C 2.864 -3.058 1.965 0.14
C 1.717 -0.695 2.504 0.23
C 1.975 0.317 1.324 -0.10
C -1.909 4.458 -3.164 0.57
C 0.333 -0.607 3.175 0.61
C 0.351 -3.797 -1.468 -0.11
C -0.081 -1.611 4.368 -0.17
C -3.305 2.971 -4.011 0.53
C -1.145 -4.602 3.689 -0.54
C 0.859 1.328 0.900 0.30
C 2.844 -1.750 2.903 -1.05
C -2.659 -1.158 3.933 -0.30
C 0.573 -2.903 -2.789 -0.91
C -1.029 -4.034 2.192 0.13
C -3.192 5.144 -3.504 -0.46
C -0.794 0.406 2.752 0.41
C 3.040 5.902 -3.136 0.41
C -1.890 -3.601 4.720 -1.12
C 0.950 6.217 -3.774 0.72
C 2.706 4.905 -4.199 -0.42
C -2.208 0.340 3.526 0.21
C -1.629 -2.071 4.331 0.60
C -1.650 -4.419 -0.288 -0.73
B 1.086 2.357 -0.351 0.70
H -3.811 5.342 -2.624 0.28
H -1.940 -5.934 1.414 0.40
H 2.534 -4.068 2.425 0.31
H -1.333 2.148 1.271 0.34
H -1.847 -3.275 1.912 0.22
H 4.007 0.064 1.203 0.37
H 1.151 1.019 -1.866 0.27
H -0.130 -5.699 0.840 0.24
H 0.839 -3.594 -3.664 0.29
H 1.300 -3.776 -0.809 0.11
H -2.647 -3.899 -0.019 0.34
H 2.789 -2.121 3.979 0.38
H -2.983 -3.856 4.909 0.38
H 3.126 5.169 -5.173 0.28
H -0.330 -2.261 -3.066 0.26
H 3.878 -1.245 2.795 0.45
H 0.204 -4.885 -1.820 0.37
H -0.014 3.945 -0.864 0.33
H 0.033 -3.596 2.057 -0.39
H 3.017 5.501 -2.119 0.22
H -1.615 -5.648 3.691 0.49
H -3.033 6.081 -4.039 0.27
H -0.060 -4.753 4.062 0.22
H 3.030 3.896 -3.939 0.25
H 1.494 -2.223 -2.637 0.14
H -1.111 4.612 -3.892 0.20
H -1.810 -5.174 -1.129 0.38
H 3.172 -0.433 -0.129 0.26
H -1.353 -3.756 5.734 0.23
```

Largest force on an atom (eV/A): 4.7
SMILES string: CCOCCCCCC1=C(I)C(=O)c2cc(B(O)O)c(N)c(CC=O)c2C1=O.O=C1OC[C@@H](F)O1.O=C1OC[C@@H](F)O1
Calculated total energy (hartree): -2449.7879